(1)
DFT (ωB97M-V with the def2-TZVPD basis set) results for a molecular structure, C5H6O.

CARTESIAN COORDINATES (ANGSTROEM)
C (1.22, 0.00, -0.35)
C (-0.07, -0.94, -0.36)
C (-0.10, 0.99, -0.40)
C (-0.78, 0.71, 1.04)
C (-0.69, -0.58, 0.88)
H (1.87, -0.07, 0.45)
H (1.68, -0.24, -1.36)
H (-0.11, -2.07, -0.69)
H (0.00, 1.85, -1.10)
H (-1.32, 1.63, 1.50)
H (-1.11, -1.27, 1.72)
O (-0.60, -0.01, -1.33)

## Properties
Frontier orbital gap: 10.70 eV
Net charge: 0
Energy relative to the best compared isomer or geometry (same formula, charge and spin): 96.7 kcal per mole
DFT total energy: -7325.09057 eV
HOMO energy: -9.580 eV
F_max: 7.4 eV/A

***

(2)
DFT (ωB97M-V with the def2-TZVPD basis set) results for 3 unconnected molecules or ions with the total composition C5H12O3.

CARTESIAN COORDINATES (ANGSTROEM)
C (3.06, 0.46, -0.68)
C (1.94, 1.00, -1.28)
C (0.62, 0.24, -1.30)
C (-0.35, -0.03, -0.46)
O (-0.48, 0.64, 0.77)
C (-1.53, -0.92, -0.62)
H (3.99, 0.78, -1.01)
H (3.04, -0.39, -0.22)
H (1.89, 2.08, -1.60)
H (0.66, -0.27, -2.18)
H (0.37, 0.97, 1.19)
H (-1.62, -1.52, -1.54)
H (-2.39, -0.32, -0.89)
H (-1.73, -1.47, 0.31)
H (-2.87, 3.96, 1.22)
H (-1.56, 4.05, 1.15)
O (-2.28, 3.56, 0.58)
H (-0.30, -3.92, 1.45)
H (0.07, -4.70, 2.80)
O (-0.55, -4.19, 2.31)

## Properties
Frontier orbital gap: 9.42 eV
Net charge: 0
Energy relative to the best compared isomer or geometry (same formula, charge and spin): 94.8 kcal per mole
DFT total energy: -11518.65453 eV
HOMO energy: -8.777 eV
SMILES: C=C/C=C(/C)O.O.O
F_max: 7.6 eV/A

***

(3)
DFT (ωB97M-V with the def2-TZVPD basis set) results for 9 unconnected molecules or ions with the total composition C44H89BClN2O28.

CARTESIAN COORDINATES (ANGSTROEM)
C (-6.66, 1.87, -3.14)
C (-6.23, 2.62, -4.55)
N (-5.10, 3.62, -4.39)
C (-3.79, 3.00, -4.82)
C (-3.18, 2.19, -3.50)
B (-1.67, 1.70, -3.91)
O (-0.82, 2.55, -4.77)
C (0.11, 3.21, -3.81)
C (-0.57, 4.57, -3.20)
N (-0.93, 5.59, -4.31)
C (0.36, 1.91, -2.82)
Cl (1.11, 2.61, -1.23)
C (1.42, 0.86, -3.53)
C (0.98, -0.72, -3.43)
C (1.51, -1.67, -4.66)
O (2.52, -1.04, -5.53)
O (-1.03, 1.46, -2.57)
C (-5.37, 4.79, -5.31)
C (-5.29, 4.59, -6.94)
O (-5.72, 5.99, -4.84)
H (-6.23, 2.42, -2.18)
H (-6.36, 0.74, -3.09)
H (-7.85, 1.89, -3.11)
H (-7.18, 3.26, -4.88)
H (-5.95, 1.78, -5.32)
H (-3.06, 3.89, -5.11)
H (-3.86, 2.27, -5.73)
H (-3.91, 1.27, -3.30)
H (-3.24, 2.93, -2.59)
H (-1.82, 0.61, -4.30)
H (1.20, 3.50, -4.20)
H (0.17, 5.15, -2.49)
H (-1.56, 4.41, -2.59)
H (-1.13, 5.11, -5.21)
H (-1.82, 6.08, -4.05)
H (1.60, 1.24, -4.64)
H (2.45, 0.98, -2.97)
H (1.40, -1.17, -2.42)
H (-0.20, -0.88, -3.38)
H (0.55, -2.00, -5.29)
H (1.95, -2.67, -4.21)
H (2.38, -1.46, -6.43)
H (-4.33, 5.14, -7.39)
H (-5.27, 3.43, -7.15)
H (-6.24, 5.07, -7.46)
C (-0.25, 1.81, 2.09)
C (-0.87, 1.34, 3.40)
O (-0.44, 0.01, 3.73)
C (0.82, -0.10, 4.21)
O (1.60, 0.82, 4.38)
O (1.07, -1.41, 4.43)
C (2.41, -1.68, 4.84)
H (-0.45, 1.09, 1.29)
H (-0.64, 2.79, 1.80)
H (0.84, 1.89, 2.17)
H (-1.96, 1.30, 3.28)
H (-0.66, 2.03, 4.22)
H (2.69, -1.08, 5.71)
H (3.10, -1.49, 4.01)
H (2.48, -2.73, 5.11)
C (3.85, -6.08, -10.86)
C (3.64, -5.72, -9.40)
O (3.14, -4.38, -9.27)
C (1.83, -4.21, -9.58)
O (1.05, -5.08, -9.94)
O (1.53, -2.89, -9.43)
C (0.21, -2.55, -9.83)
H (4.49, -5.35, -11.35)
H (4.30, -7.07, -10.95)
H (2.90, -6.09, -11.41)
H (4.60, -5.75, -8.88)
H (2.97, -6.43, -8.89)
H (-0.53, -3.17, -9.31)
H (0.11, -2.66, -10.91)
H (0.03, -1.51, -9.56)
C (-1.56, -6.47, -5.24)
C (-0.07, -6.50, -4.96)
O (0.27, -5.63, -3.87)
C (-0.05, -6.09, -2.63)
O (-0.58, -7.16, -2.38)
O (0.30, -5.15, -1.72)
C (-0.08, -5.46, -0.39)
H (-1.90, -5.44, -5.40)
H (-1.80, -7.06, -6.13)
H (-2.14, -6.86, -4.40)
H (0.47, -6.12, -5.83)
H (0.29, -7.51, -4.77)
H (0.30, -6.44, -0.08)
H (-1.17, -5.43, -0.29)
H (0.35, -4.70, 0.27)
C (6.51, -5.68, 7.41)
C (6.64, -4.53, 8.39)
O (7.68, -3.63, 8.00)
C (7.38, -2.80, 6.96)
O (6.32, -2.76, 6.36)
O (8.47, -2.04, 6.70)
C (8.33, -1.20, 5.56)
H (7.47, -6.18, 7.27)
H (5.77, -6.40, 7.76)
H (6.19, -5.32, 6.42)
H (6.93, -4.93, 9.37)
H (5.70, -3.99, 8.53)
H (7.44, -0.57, 5.64)
H (8.28, -1.81, 4.65)
H (9.20, -0.55, 5.50)
C (-2.31, 3.50, 9.52)
C (-1.23, 4.55, 9.33)
O (0.07, 3.94, 9.22)
C (0.33, 3.35, 8.03)
O (-0.41, 3.30, 7.06)
O (1.57, 2.80, 8.10)
C (1.94, 2.05, 6.94)
H (-2.08, 2.85, 10.37)
H (-3.28, 3.97, 9.69)
H (-2.39, 2.85, 8.64)
H (-1.19, 5.19, 10.22)
H (-1.43, 5.19, 8.47)
H (1.84, 2.65, 6.03)
H (1.33, 1.14, 6.88)
H (2.99, 1.75, 7.05)
C (5.03, -0.71, -2.39)
C (5.15, 0.51, -1.48)
O (6.37, 0.48, -0.73)
C (7.49, 0.80, -1.42)
O (7.55, 1.11, -2.60)
O (8.55, 0.69, -0.58)
C (9.81, 0.90, -1.21)
H (5.15, -1.63, -1.81)
H (4.07, -0.72, -2.90)
H (5.82, -0.72, -3.15)
H (4.33, 0.49, -0.76)
H (5.06, 1.44, -2.05)
H (9.84, 1.85, -1.74)
H (10.02, 0.07, -1.89)
H (10.58, 0.91, -0.43)
C (1.71, 2.43, 11.41)
C (0.65, 1.37, 11.68)
O (1.23, 0.06, 11.69)
C (1.93, -0.26, 12.81)
O (2.10, 0.45, 13.78)
O (2.43, -1.51, 12.64)
C (3.29, -1.93, 13.70)
H (2.26, 2.21, 10.49)
H (1.25, 3.42, 11.32)
H (2.44, 2.47, 12.22)
H (-0.08, 1.38, 10.86)
H (0.10, 1.56, 12.61)
H (2.79, -1.85, 14.67)
H (4.21, -1.35, 13.69)
H (3.54, -2.99, 13.54)
C (-14.13, 2.48, -4.32)
C (-12.91, 1.57, -4.29)
O (-11.73, 2.27, -4.69)
C (-11.21, 3.11, -3.77)
O (-11.65, 3.31, -2.64)
O (-10.12, 3.71, -4.32)
C (-9.53, 4.71, -3.48)
H (-14.23, 2.95, -5.30)
H (-15.04, 1.92, -4.09)
H (-14.03, 3.29, -3.59)
H (-13.06, 0.75, -5.01)
H (-12.78, 1.10, -3.31)
H (-9.29, 4.31, -2.49)
H (-10.21, 5.57, -3.40)
H (-8.61, 5.04, -3.96)

## Properties
Frontier orbital gap: 6.20 eV
Net charge: -1
DFT total energy: -120578.66725 eV
HOMO energy: -4.674 eV
F_max: 7.7 eV/A